The following is a quantum chemistry calculation of C16H26O2 in the gas phase, from the Open Molecules 2025 dataset.

```
! RIJCOSX wB97M-V def2-TZVPD def2/J DEFGRID3
* xyz 0 1
C 1.561 -2.498 2.516
C 1.979 -1.495 1.549
C 2.921 -0.384 1.901
C 1.663 -1.619 0.117
C 1.130 -0.392 -0.644
O 0.795 -0.775 -1.986
C 1.838 -0.738 -2.872
C 1.402 -1.195 -4.293
O 3.059 -0.354 -2.611
C -0.049 0.280 0.077
C -0.240 1.808 -0.192
C -0.377 2.173 -1.628
C -1.392 2.433 0.603
C -2.236 1.748 1.423
C -3.177 2.373 2.375
C -2.236 0.226 1.427
C -1.500 -0.381 0.100
C -1.786 -1.849 -0.212
H 1.822 -2.459 3.483
H 0.949 -3.371 2.224
H 2.814 -0.141 2.911
H 2.772 0.613 1.432
H 3.979 -0.691 1.702
H 0.976 -2.397 -0.072
H 2.585 -1.856 -0.267
H 1.868 0.491 -0.582
H 2.164 -1.634 -4.921
H 1.122 -0.251 -4.791
H 0.585 -1.814 -4.182
H 0.224 0.337 1.093
H 0.573 2.452 0.115
H 0.537 2.017 -2.202
H -1.219 1.607 -2.149
H -0.677 3.290 -1.713
H -1.518 3.535 0.468
H -4.140 1.978 2.011
H -3.185 3.421 2.289
H -2.905 2.033 3.370
H -3.283 -0.046 1.413
H -1.771 -0.143 2.262
H -2.049 0.120 -0.658
H -2.887 -1.909 -0.384
H -1.229 -1.989 -1.129
H -1.461 -2.555 0.627
*
```

Properties
HOMO = -8.720 eV
Molecular weight = 250.38 g/mol
Orbital gap = 9.5 eV
LUMO = 0.81 eV
SMILES string = C=C(C)C[C@@H](OC(C)=O)[C@H]1[C@@H](C)C=C(C)C[C@@H]1C
Relative energy (zero: lowest compared OMol25 entry of this formula, charge and spin) = 418.7 kJ/mol